C5H35N2O13 | ωB97M-V with the def2-TZVPD basis set

Computed properties:
**Energy above the lowest of the compared OMol25 structures with the same formula, charge and spin**: 77.40 kcal per mole
**HOMO-LUMO gap (alpha / beta)**: 0.0766 / 0.2358 hartree
**E**: -35343.350 eV
**HOMO level (alpha / beta)**: -0.0943 / -0.2543 Eh

Structure (ORCA input):
```
! wB97M-V def2-TZVPD RIJCOSX def2/J DEFGRID3
* xyz 0 2
O 3.29 3.14 -0.40
C 3.36 2.03 -0.74
C 1.96 1.47 -1.10
C 1.56 0.39 -0.05
C 0.17 0.00 -0.33
C -0.44 -0.92 0.46
N -1.66 -1.59 0.22
N 0.88 2.53 -1.12
H 4.31 1.43 -1.13
H 2.13 1.24 -2.23
H 1.70 0.96 0.85
H 2.39 -0.33 -0.18
H -0.13 0.12 -1.29
H 0.02 -1.32 1.33
H -2.31 -1.20 -0.48
H -2.10 -1.92 1.14
H 0.02 2.12 -1.73
H 1.38 3.32 -1.58
H 0.57 2.80 -0.11
H -1.60 2.64 -0.07
H -2.63 2.31 -1.42
O -1.80 2.70 -1.05
H 3.05 0.12 3.14
H 2.26 -1.09 2.76
O 2.25 -0.34 3.43
H 0.12 1.64 -3.66
H -0.52 3.15 -3.23
O 0.17 2.55 -3.63
H -0.23 0.15 4.55
H 0.24 -0.91 3.52
O -0.50 -0.39 3.85
H -3.11 0.15 0.37
H -4.09 1.18 -0.07
O -3.14 0.91 -0.23
H -1.62 1.61 1.31
H -1.35 3.01 1.91
O -0.96 2.37 1.30
H 1.53 -2.21 -1.33
H 2.91 -2.57 -1.94
O 2.41 -2.23 -1.18
H -2.08 -0.68 -3.43
H -2.47 0.14 -2.38
O -1.95 0.22 -3.11
H -2.93 -0.35 3.14
H -1.96 0.32 2.38
O -2.85 0.25 2.34
H -1.04 -2.50 -2.25
H -0.85 -3.95 -2.00
O -0.32 -3.13 -1.99
H -1.43 -4.24 1.26
H -0.06 -3.83 1.76
O -0.49 -4.31 1.05
H 3.31 -2.60 0.98
H 2.05 -2.06 0.86
O 2.56 -2.30 1.54
*
```